Molecular formula: C30H72N2O8V
Method: DFT, wB97M-V/def2-TZVPD

Last column: Löwdin charge in e.
CARTESIAN COORDINATES (ANGSTROEM)
V  0.04  0.12  -0.33  0.9244
O  -1.22  -1.93  2.80  -0.0628
O  0.00  2.39  -0.44  -0.3063
O  -1.29  -0.08  -2.15  -0.1665
O  3.08  2.63  -1.69  -0.1584
O  1.71  -0.02  -1.66  -0.1294
O  1.37  -0.07  1.42  -0.1693
O  0.04  -2.24  -0.26  -0.2953
O  -1.69  0.08  1.05  -0.1430
N  -0.17  -3.59  0.19  -0.1647
N  0.36  3.77  -0.79  -0.1129
C  -1.28  -4.33  -1.95  -0.0203
C  1.98  -0.29  -3.96  -0.0465
C  0.07  5.64  -2.47  -0.1472
C  -1.76  -2.37  4.04  -0.4668
C  -3.95  0.52  1.62  -0.0547
C  -0.47  -6.56  0.35  -0.1769
C  0.67  4.73  0.36  -0.4615
C  1.91  4.30  1.22  -0.0294
C  -2.64  -3.50  0.06  -0.0488
C  2.26  -0.91  -2.63  -0.4478
C  -0.51  4.99  1.30  -0.0331
C  -0.05  3.43  -3.22  -0.0705
C  -2.55  0.63  -2.12  -0.0870
C  3.76  -1.14  -2.43  -0.0219
C  -2.58  1.02  1.60  -0.4400
C  3.77  3.72  -2.40  -0.1040
C  0.16  6.61  -1.28  -0.1859
C  -1.86  -3.88  4.20  -0.0530
C  -1.70  -5.67  0.15  -0.1686
C  1.85  -3.81  1.70  -0.0470
C  1.11  6.11  -0.21  -0.1558
C  -0.77  -1.94  5.11  -0.0568
C  0.54  -5.78  1.24  -0.1268
C  1.94  -4.68  -0.69  -0.0185
C  2.63  0.50  1.52  -0.1078
C  -1.94  1.34  3.06  0.0077
C  -0.35  4.21  -2.04  -0.5211
C  -1.91  4.30  -1.94  -0.0190
C  1.01  -4.44  0.54  -0.4485
C  -1.37  -4.27  -0.38  -0.4712
H  -0.86  6.79  -0.95  0.0962
H  -2.28  -5.68  1.07  0.1039
H  3.06  0.59  0.53  0.0880
H  2.43  0.68  -4.17  0.0905
H  -2.54  -2.47  -0.29  0.0648
H  -0.11  -6.75  -0.66  0.0996
H  -0.44  -4.96  -2.22  0.0566
H  -2.20  -4.82  -2.29  0.0763
H  -2.34  -6.31  -0.46  0.1157
H  -1.28  -0.59  -2.96  0.0987
H  -2.22  5.02  -1.18  0.0654
H  -4.61  1.36  1.87  0.0974
H  2.51  1.39  2.14  0.0803
H  0.92  -0.24  -4.20  0.0766
H  1.02  3.27  -3.20  0.0719
H  -1.77  2.42  3.12  0.0550
H  -0.58  -0.90  4.85  0.0637
H  -2.70  -1.86  4.26  0.1351
H  -2.52  1.43  -2.85  0.0760
H  2.30  -5.71  -0.67  0.0729
H  0.53  7.59  -1.60  0.1070
H  -0.26  5.45  2.25  0.0867
H  -0.98  -3.38  -2.41  0.0629
H  -2.26  3.40  -1.43  0.0520
H  -1.75  -0.64  1.69  0.0457
H  -3.51  -3.96  -0.41  0.0809
H  0.06  -5.60  2.21  0.0910
H  3.92  -1.82  -1.60  0.0750
H  2.77  -4.24  2.08  0.0827
H  0.15  -2.52  4.97  0.0835
H  -4.12  -0.23  2.38  0.0825
H  -1.24  5.56  0.73  0.0629
H  -0.57  6.02  -3.27  0.1166
H  4.10  -1.61  -3.35  0.0832
H  1.26  -3.84  2.61  0.0539
H  1.09  6.94  0.49  0.1166
H  -0.33  3.87  -4.18  0.1018
H  1.53  3.48  1.82  0.0700
H  4.25  -0.19  -2.23  0.0838
H  2.31  5.18  1.74  0.0808
H  -2.63  1.13  3.88  0.0733
H  -3.37  -0.06  -2.29  0.0940
H  -2.20  -4.27  5.15  0.0885
H  1.09  -0.28  2.32  0.0972
H  -0.96  0.89  3.16  0.0605
H  -1.24  -2.04  6.09  0.0857
H  2.42  -0.85  -4.79  0.0814
H  4.03  4.51  -1.70  0.0707
H  3.35  -0.07  2.11  0.0869
H  2.78  -3.99  -0.55  0.0587
H  2.16  6.13  -0.51  0.1085
H  4.71  3.38  -2.83  0.0723
H  -2.91  -3.44  1.11  0.0636
H  -2.60  -4.18  3.45  0.0680
H  1.99  -2.75  1.47  0.0622
H  1.58  -4.47  -1.70  0.0602
H  1.06  5.62  -2.93  0.1059
H  -4.18  0.00  0.69  0.0889
H  -0.68  -7.57  0.70  0.1033
H  -2.53  1.93  1.00  0.1209
H  -1.00  -4.50  3.93  0.0704
H  -1.06  -2.70  2.25  0.0638
H  2.16  0.80  -1.89  0.0584
H  2.32  3.09  -1.32  0.0147
H  -2.69  1.14  -1.16  0.0604
H  1.77  -1.88  -2.50  0.1327
H  -1.01  4.05  1.55  0.0571
H  2.77  4.10  0.58  0.0667
H  1.47  -6.31  1.41  0.1095
H  3.18  4.08  -3.24  0.0654
H  -0.45  2.42  -3.14  0.0724
H  -2.27  4.40  -2.96  0.0865

multiplicity: 4
HOMO-LUMO gap (alpha / beta): 6.352 / 6.421 eV
⟨S²⟩: 3.753
max |F|: 3.89 eV/A
charge: 0
calculated total energy: -2841.463986 a.u.


Molecular formula: C30H73FN6O3
Method: DFT, wB97M-V/def2-TZVPD

Last column: Löwdin charge in e.
CARTESIAN COORDINATES (ANGSTROEM)
F  0.77  -1.50  0.71  -0.4680
O  1.35  0.85  1.65  -0.0964
O  2.31  -2.25  -1.39  -0.0999
O  1.98  -2.96  3.09  -0.0313
N  1.05  3.40  3.10  -0.3195
N  -3.58  -2.15  -2.26  -0.0803
N  4.79  -1.82  2.46  -0.2966
N  -2.09  -3.37  -1.13  -0.0421
N  -4.44  4.13  0.19  -0.2170
N  3.22  -2.51  -4.52  -0.3355
C  4.33  -1.46  1.03  0.0335
C  -3.30  1.85  -0.68  -0.1455
C  -0.82  -5.47  -0.55  -0.0305
C  4.29  -0.79  3.44  -0.0026
C  6.37  -1.76  2.53  0.0361
C  0.70  4.46  4.12  -0.0048
C  3.57  -3.79  -3.73  0.0352
C  -5.91  3.64  0.03  -0.0956
C  -0.81  -3.90  -0.71  -0.1659
C  2.97  -3.73  2.57  -0.2617
C  -5.63  5.60  -1.36  -0.1290
C  -2.60  -0.06  0.84  -0.1190
C  0.64  0.76  2.86  -0.2308
C  1.77  -1.61  -2.53  -0.2316
C  2.01  -2.84  -5.43  0.0251
C  -2.19  0.80  -0.33  -0.2298
C  -0.02  3.63  2.02  -0.0016
C  2.90  -1.38  -3.52  -0.0797
C  -3.25  -3.35  -0.40  0.0070
C  4.33  -2.18  -5.54  0.0430
C  -6.70  4.65  -0.75  -0.1246
C  4.35  -3.24  2.95  -0.0728
C  0.96  2.00  3.76  -0.0427
C  -4.28  4.84  -1.21  -0.0601
C  -4.19  -1.25  -3.27  0.0334
C  2.43  3.70  2.48  0.0401
C  -3.38  2.98  0.49  -0.0332
C  -2.27  -2.66  -2.29  0.0483
C  -4.37  5.17  1.29  0.0113
C  -4.16  -2.56  -1.07  -0.0100
H  3.90  -1.17  -3.13  0.1389
H  -4.20  1.27  -0.89  0.0903
H  0.94  -2.15  -2.97  0.0883
H  -0.43  0.68  2.68  0.1004
H  -4.08  4.12  -2.00  0.1197
H  2.72  -4.08  -3.13  0.1015
H  1.70  -1.88  -5.84  0.1114
H  1.57  4.51  4.77  0.1118
H  -7.34  4.18  -1.49  0.1289
H  2.97  -4.79  2.83  0.1448
H  4.61  -3.43  4.00  0.1485
H  3.72  -4.53  -4.51  0.1078
H  4.66  -3.08  -6.06  0.1166
H  1.93  1.95  4.25  0.1291
H  4.55  -3.67  -3.26  0.1175
H  0.25  2.89  1.27  0.0847
H  -1.93  0.26  -1.24  0.0985
H  4.78  0.18  3.34  0.1043
H  -5.95  2.68  -0.49  0.1242
H  2.59  -0.49  -4.05  0.1347
H  0.04  4.66  1.67  0.1087
H  -2.98  2.27  -1.63  0.0996
H  -5.19  -2.33  -0.83  0.1467
H  3.24  -0.61  3.21  0.0771
H  -1.53  -2.49  -3.06  0.1454
H  -5.02  -1.76  -3.77  0.1130
H  2.40  -3.54  -6.17  0.1126
H  -0.98  3.41  2.49  0.1024
H  -0.51  -3.56  0.28  0.1105
H  0.11  -5.82  -0.12  0.0818
H  2.36  4.71  2.09  0.1100
H  -0.02  -3.51  -1.34  0.0958
H  -0.08  4.21  4.84  0.1163
H  4.60  -2.40  0.55  0.1055
H  0.57  5.46  3.69  0.1166
H  6.77  -2.01  3.51  0.1147
H  -4.66  4.66  2.21  0.1122
H  -2.77  0.52  1.75  0.0658
H  0.81  -0.16  3.42  0.1248
H  3.28  -1.18  0.94  0.0709
H  -7.31  5.27  -0.09  0.1263
H  -1.35  1.33  0.13  0.0855
H  4.93  -0.63  0.64  0.1108
H  1.66  -2.44  2.35  0.0371
H  1.23  -3.34  -4.84  0.0935
H  -2.41  3.47  0.55  0.1043
H  -1.59  -5.80  0.15  0.0780
H  5.07  -3.83  2.39  0.1283
H  5.18  -1.88  -4.92  0.1082
H  6.79  -2.45  1.81  0.1069
H  2.74  3.07  1.65  0.1033
H  -3.60  -0.47  0.74  0.0635
H  -5.85  6.05  -2.33  0.1327
H  -1.99  -0.93  1.11  0.0710
H  1.40  -0.65  -2.16  0.1325
H  2.86  -3.59  1.50  0.1109
H  -1.02  -5.98  -1.50  0.0807
H  -5.54  6.51  -0.78  0.1042
H  1.24  -0.01  1.24  -0.0005
H  -6.26  3.52  1.06  0.1359
H  -3.66  2.53  1.44  0.1215
H  3.93  -1.39  -6.18  0.1159
H  -5.09  5.97  1.16  0.1074
H  -3.49  5.58  -1.13  0.1307
H  -4.56  -0.41  -2.68  0.0861
H  3.14  3.63  3.31  0.1101
H  -3.31  -3.87  0.54  0.1517
H  4.49  -1.16  4.45  0.1185
H  6.70  -0.74  2.33  0.1033
H  -3.45  5.74  1.37  0.1120
H  0.22  2.04  4.56  0.1335
H  -3.43  -0.98  -4.00  0.1033
H  1.80  -2.02  -0.61  0.0053

multiplicity: 1
energy relative to the best compared isomer or geometry (same formula, charge and spin): 0.0 kcal per mole
HOMO-LUMO gap: 10.384 eV
max |F|: 3.31 eV/A
charge: +4
calculated total energy: -1839.570206 a.u.